The following is a quantum chemistry calculation of a structure of composition C3H2FeO4 in a non-equilibrium geometry, from the OMol25 dataset.

Properties
Multiplicity: 5
<S²>: 6.017
Net charge: +2
Energy relative to the best compared isomer or geometry (same formula, charge and spin), kcal/mol: 0.0
Molecular weight, g mol⁻¹: 157.89
HOMO energy (alpha / beta), eV: -22.10 / -22.23

Atoms and positions in Å:
O1 1.10488 -3.22403 -1.90467
C1 0.80955 -2.26576 -1.37413
Fe1 0.02406 0.28313 0.03556
C2 -0.85877 -0.67694 1.28116
C3 -0.83522 0.83978 -1.44927
O2 -1.42116 -1.28812 2.07462
O3 -1.38284 1.19411 -2.39469
O4 0.84403 1.72929 0.84029
H1 1.54494 1.32915 1.41405
H2 0.17054 2.07939 1.47709

---

The following is a quantum chemistry calculation of a structure of composition C25H23CoF10N4SSi in a non-equilibrium geometry, from the OMol25 dataset.

Properties
Multiplicity: 5
<S²>: 6.050
Energy relative to the best compared isomer or geometry (same formula, charge and spin), kcal/mol: 8.7
Molecular weight, g mol⁻¹: 688.55
HOMO energy (alpha / beta), eV: -6.84 / -6.96

Atoms and positions in Å:
Co1 0.04264 0.21531 -0.60269
C1 -2.06968 1.09568 1.80959
N1 -0.94570 0.19170 1.59732
C2 -1.35779 -1.19981 1.74252
C3 -2.19394 -1.62346 0.53254
N2 -1.73688 -0.87448 -0.61110
C4 -2.26461 -1.07125 -1.82070
C5 -2.88367 -2.22670 -2.35937
F1 -3.09021 -3.31818 -1.59083
C6 -3.23421 -2.31255 -3.69733
F2 -3.76086 -3.45429 -4.16163
C7 -3.02881 -1.24881 -4.56975
F3 -3.35391 -1.35810 -5.86509
C8 -2.47203 -0.06722 -4.07263
F4 -2.26717 0.97004 -4.89230
C9 -2.14477 0.00509 -2.74035
F5 -1.64021 1.14686 -2.20221
C10 0.15644 0.54864 2.47881
C11 0.95305 1.67251 1.82588
N3 1.42068 1.20109 0.53422
C12 2.53062 1.80367 0.05936
C13 3.43941 1.07937 -0.75589
F6 3.21358 -0.24019 -0.91716
C14 4.57150 1.64026 -1.31839
F7 5.39416 0.89362 -2.06997
C15 4.87756 2.98053 -1.09148
F8 5.95611 3.54360 -1.65090
C16 4.03623 3.72588 -0.26834
F9 4.31604 5.01499 -0.03172
C17 2.90988 3.15207 0.29629
F10 2.12380 3.95616 1.04144
H1 -2.56114 0.89249 2.77127
H2 -2.80153 0.99325 1.01409
H3 -1.72002 2.12584 1.81104
H4 -1.93039 -1.36112 2.66717
H5 -0.45502 -1.81094 1.78644
H6 -3.25799 -1.40575 0.70491
H7 -2.11013 -2.70759 0.40071
H8 0.81121 -0.31729 2.59174
H9 -0.19781 0.85674 3.47124
H10 1.79790 1.93374 2.47437
H11 0.32282 2.56380 1.71871
C18 2.97846 1.70162 -5.35788
Si1 2.91496 -0.19205 -5.43275
C19 2.37954 -0.72730 -7.18348
C20 4.59148 -0.93049 -4.89623
C21 1.73103 -1.05972 -4.20573
C22 1.50659 -2.41837 -4.36304
C23 0.83879 -3.15754 -3.39433
C24 0.47664 -2.52100 -2.22281
N4 0.66640 -1.22006 -2.04473
C25 1.21910 -0.49196 -3.03147
S1 1.21540 1.19162 -2.67291
H12 3.63121 2.07638 -6.14074
H13 3.36951 2.04588 -4.40666
H14 2.00090 2.15225 -5.49348
H15 3.06762 -0.34524 -7.93123
H16 1.39407 -0.33655 -7.42009
H17 2.34146 -1.80535 -7.30469
H18 5.42732 -0.38684 -5.32133
H19 4.69458 -1.97008 -5.19104
H20 4.70004 -0.88291 -3.81658
H21 1.88312 -2.91475 -5.24603
H22 0.63483 -4.20692 -3.54035
H23 0.03205 -3.05743 -1.39874

---

The following is a quantum chemistry calculation of a cluster of 2 separate species, C5H7NO in total, from the OMol25 dataset.

Properties
Energy relative to the best compared isomer or geometry (same formula, charge and spin), kcal/mol: 63.8
SMILES: CC1=CC(=O)N=C1.[H][H]
Molecular weight, g mol⁻¹: 97.12
HOMO energy, eV: -10.07

Atoms and positions in Å:
C1 -1.89638 0.59321 -0.16474
C2 -0.48587 0.18505 0.10244
C3 0.65833 1.11942 0.22450
N1 1.79118 0.56931 0.47627
C4 1.42991 -0.81614 0.77919
O1 2.08719 -1.54334 1.46519
C5 0.03746 -1.04176 0.24511
H1 -2.01270 1.67996 -0.11502
H2 -2.56019 0.14704 0.58215
H3 -2.22851 0.25691 -1.15168
H4 0.57897 2.18925 0.03933
H5 1.79732 -0.41102 -1.27487
H6 -0.43147 -2.01292 0.15121
H7 1.23475 -0.91497 -1.35910

---

The following is a quantum chemistry calculation of a structure of composition CH5INO in a non-equilibrium geometry, from the OMol25 dataset.

Properties
Net charge: +1
Energy relative to the best compared isomer or geometry (same formula, charge and spin), kcal/mol: 46.7
Molecular weight, g mol⁻¹: 173.96
HOMO energy, eV: -14.83

Atoms and positions in Å:
C1 0.25064 -0.02075 -0.54392
N1 -0.63104 0.84690 0.26028
O1 -0.20951 -1.57925 0.20007
I1 2.27500 0.14412 -0.10827
H1 0.06260 -0.20707 -1.67396
H2 -0.02655 1.55875 0.74744
H3 -0.91696 0.01282 0.98063
H4 -1.52385 1.19820 -0.05705
H5 0.71967 -1.95372 0.19479

---

The following is a quantum chemistry calculation of a structure of composition C34H57NNbO7 in a non-equilibrium geometry, from the OMol25 dataset.

Properties
Net charge: -1
Molecular weight, g mol⁻¹: 684.74
HOMO energy, eV: -4.42

Atoms and positions in Å:
C1 -1.15774 3.41792 2.56335
C2 -0.98884 1.82247 2.55392
C3 0.46748 1.56027 3.16893
Nb1 1.22083 -0.56123 2.98138
C4 -0.11726 -1.09905 4.76295
N1 2.85362 -0.03914 4.28119
O1 1.99747 -2.53468 2.81840
C5 2.23099 -2.89924 1.48072
O2 3.33908 -2.89420 0.99497
C6 0.97806 -3.31018 0.63528
C7 -0.15031 -4.06407 1.17882
C8 -1.32000 -4.39584 0.35934
C9 -1.41869 -3.99226 -1.05663
C10 -0.25814 -3.25905 -1.59366
C11 0.92148 -2.92752 -0.77768
O3 -0.94611 1.27281 1.23855
C12 -2.12778 1.49633 0.48569
C13 -1.66223 2.03087 -0.93106
C14 -0.23325 2.21176 -1.21838
C15 0.27052 2.66613 -2.53647
C16 -0.72825 2.92423 -3.57022
C17 -2.15767 2.77404 -3.28671
C18 -2.65345 2.32737 -1.99115
H1 -2.26538 3.64205 2.63201
H2 -0.65207 3.87080 3.46149
H3 -0.74543 3.83936 1.60610
H4 -1.75114 1.32629 3.21682
H5 1.15553 2.20425 2.52979
H6 0.55819 1.99136 4.21287
H7 2.33929 -0.14176 1.56671
H8 -0.10300 -1.08633 1.86688
H9 -1.14850 -0.68331 4.54157
H10 0.31207 -0.57922 5.65976
H11 -0.18876 -2.20485 4.93623
H12 2.86984 0.99066 4.26544
H13 3.75141 -0.30790 3.85479
H14 -0.12892 -4.38884 2.24609
H15 -2.20438 -4.94532 0.77007
H16 -2.30042 -4.22592 -1.69893
H17 -0.31726 -2.94620 -2.66463
H18 1.73387 -2.37106 -1.30052
H19 -2.89097 2.15801 0.96802
H20 -2.65507 0.51505 0.26798
H21 0.56402 1.99787 -0.45984
H22 1.37636 2.75512 -2.69345
H23 -0.34251 3.23918 -4.57496
H24 -2.86892 2.98066 -4.11872
H25 -3.74831 2.19128 -1.82203
C19 4.60936 -0.78659 9.20661
C20 4.50234 -0.54605 7.71189
C21 3.27318 -1.35772 7.35022
O4 2.41820 -1.34869 8.50783
C22 3.14926 -0.83274 9.62263
H26 5.17883 -0.02088 9.73626
H27 5.08250 -1.75572 9.39379
H28 4.31928 0.51528 7.51857
H29 5.38953 -0.84574 7.15347
H30 3.53379 -2.39945 7.13259
H31 2.73880 -0.94685 6.49270
H32 2.76696 0.17170 9.83980
H33 2.98069 -1.46585 10.49723
C23 3.27045 3.51046 -7.89420
C24 3.46705 4.82632 -7.16665
C25 2.22716 4.88936 -6.29252
O5 1.86969 3.53685 -5.98371
C26 2.62550 2.65243 -6.82052
H34 4.19388 3.08117 -8.28435
H35 2.57740 3.64798 -8.72978
H36 4.36315 4.77418 -6.54126
H37 3.56453 5.68621 -7.83040
H38 1.38660 5.34603 -6.82651
H39 2.39375 5.44418 -5.36724
H40 3.38089 2.16317 -6.19651
H41 1.96689 1.88652 -7.23369
C27 -0.15292 -9.12378 -0.76831
C28 0.73837 -8.75429 0.40049
C29 0.16624 -7.41197 0.81925
O6 -1.23531 -7.44301 0.50399
C30 -1.49827 -8.58424 -0.31928
H42 -0.17380 -10.19290 -0.98507
H43 0.17889 -8.59853 -1.66883
H44 0.61337 -9.48299 1.20774
H45 1.79779 -8.70491 0.14735
H46 0.61955 -6.59261 0.25387
H47 0.29824 -7.21375 1.88435
H48 -2.03730 -9.32025 0.28882
H49 -2.13464 -8.29193 -1.15740
C31 -6.65356 5.47553 -4.69546
C32 -5.34418 6.13768 -4.30946
C33 -4.40531 4.94796 -4.22166
O7 -4.88091 3.97656 -5.16442
C34 -6.18304 4.36377 -5.61658
H50 -7.36451 6.15126 -5.17265
H51 -7.12994 5.04922 -3.80759
H52 -5.01994 6.81223 -5.10785
H53 -5.39609 6.70827 -3.38179
H54 -4.43231 4.49230 -3.22746
H55 -3.37257 5.21051 -4.45511
H56 -6.08903 4.71748 -6.64951
H57 -6.84786 3.49789 -5.60477

---

The following is a quantum chemistry calculation of an isolated molecule of C4H8N2 in a non-equilibrium geometry, from the OMol25 dataset.

Properties
Energy relative to the best compared isomer or geometry (same formula, charge and spin), kcal/mol: 17.9
SMILES: [H]/N=C(/C)NC=C
Molecular weight, g mol⁻¹: 84.12
HOMO energy, eV: -8.51

Atoms and positions in Å:
C1 1.45086 1.13968 -0.00095
C2 1.21537 -0.32966 -0.07355
C3 -1.20243 0.11140 -0.09643
C4 -2.46557 -0.28834 0.14138
H1 1.02060 1.68852 -0.86843
H2 1.01074 1.56229 0.96749
H3 2.49507 1.40065 -0.00696
H4 1.75144 -2.09310 0.23952
H5 -0.30828 -1.70443 -0.35237
H6 -0.97647 1.18214 -0.19101
H7 -3.19072 0.48936 0.30558
H8 -2.86468 -1.31046 0.11857
N1 2.17794 -1.14801 0.13221
N2 -0.11384 -0.70005 -0.31505

---

Copy entry 6 word for word.
The following is a quantum chemistry calculation of an isolated molecule of C4H8N2 in a non-equilibrium geometry, from the OMol25 dataset.

Properties
Energy relative to the best compared isomer or geometry (same formula, charge and spin), kcal/mol: 17.9
SMILES: [H]/N=C(/C)NC=C
Molecular weight, g mol⁻¹: 84.12
HOMO energy, eV: -8.51

Atoms and positions in Å:
C1 1.45086 1.13968 -0.00095
C2 1.21537 -0.32966 -0.07355
C3 -1.20243 0.11140 -0.09643
C4 -2.46557 -0.28834 0.14138
H1 1.02060 1.68852 -0.86843
H2 1.01074 1.56229 0.96749
H3 2.49507 1.40065 -0.00696
H4 1.75144 -2.09310 0.23952
H5 -0.30828 -1.70443 -0.35237
H6 -0.97647 1.18214 -0.19101
H7 -3.19072 0.48936 0.30558
H8 -2.86468 -1.31046 0.11857
N1 2.17794 -1.14801 0.13221
N2 -0.11384 -0.70005 -0.31505

---

Which of these has the highest molecular weight? C25H23CoF10N4SSi

---

The lowest molecular weight belongs to which entry? C4H8N2